{
  "formula": "C26H41AlBrN5O6SSi",
  "method": "wB97M-V/def2-TZVPD",
  "e_lumo_ev": -6.01,
  "spin_multiplicity": 1,
  "orbital_gap_ev": 8.330,
  "e_tot_ha": -5244.39794,
  "total_charge": 2,
  "elements": ["C", "N", "C", "C", "O", "H", "O", "S", "H", "H", "H", "H", "H", "C", "C", "C", "H", "H", "H", "Si", "C", "H", "H", "C", "C", "O", "C", "H", "C", "H", "H", "H", "H", "H", "C", "C", "O", "H", "N", "H", "N", "H", "H", "H", "C", "H", "H", "Al", "H", "C", "H", "H", "H", "C", "O", "C", "O", "H", "C", "N", "C", "C", "H", "N", "H", "H", "C", "H", "H", "H", "C", "H", "Br", "C", "C", "C", "H", "H", "H", "H", "C", "H"],
  "positions_angstrom": [[2.47650, -2.08610, -4.43380], [-0.93420, -1.48640, -1.56370], [3.76610, -0.32180, 2.69580], [2.09420, -0.05490, -5.79260], [-0.46180, 1.20860, -0.52950], [7.17170, 0.64310, -3.64920], [-0.55510, -1.45740, 1.01040], [3.54540, 1.35330, 3.11290], [5.66540, -3.08230, 2.61560], [1.40780, 2.18990, 2.30770], [1.79670, -1.76400, -3.65440], [-3.08430, 4.77760, 3.70210], [6.08190, 1.00390, -1.37020], [4.86400, -1.13620, 2.92910], [-1.52960, 2.18610, 1.25250], [-1.97920, 2.48110, 3.39250], [4.31190, 2.58850, -1.79120], [4.79840, 3.65900, -5.29620], [1.55890, -0.68960, -6.49560], [4.17120, 0.20700, -3.77970], [-2.17610, 3.06690, 2.14960], [2.01200, 2.21130, -3.23540], [1.70880, -2.51810, 1.10370], [3.68050, -2.92800, 1.82300], [4.78670, 2.84610, -2.73260], [-1.88960, 2.82220, -1.04300], [5.36510, -2.12470, -2.57420], [4.83830, -0.10650, -0.79360], [5.76980, -0.03040, -1.34450], [2.51920, 0.76560, -6.36190], [5.33190, -2.64530, -3.52630], [-2.18820, -4.07860, 3.09960], [2.21310, 2.55150, -4.96150], [-2.29240, -3.05120, -1.09760], [5.62330, -0.62270, -2.75210], [6.94480, -0.41060, -3.51360], [-3.22550, 5.13260, 2.81730], [-0.69210, -3.11220, 2.94460], [1.65300, 0.15980, 1.84350], [4.71710, 3.92350, -2.86060], [-0.97890, 1.17030, 1.91320], [-2.30370, 2.76940, 4.37500], [4.43310, -2.27470, -2.03580], [-0.98360, 0.68700, 3.90250], [3.17370, -0.88250, -5.08020], [4.95280, -2.00560, -5.65920], [3.64730, -2.05760, -6.82530], [0.30850, -0.02240, 0.34860], [-0.39740, -1.97110, -2.28570], [4.83790, 2.57780, -5.19520], [5.84220, 2.59850, -2.69240], [5.88290, 2.28450, -5.15950], [3.18460, -2.78280, -4.00450], [2.64620, 2.68830, -3.97740], [-2.96420, 4.72790, 0.66580], [2.02270, 1.30710, 2.35900], [-1.97370, -3.18390, 1.30170], [-2.27250, -2.29920, 3.15270], [-1.35750, -2.31200, 0.56280], [-1.26460, 1.35890, 3.20260], [4.09090, 2.16320, -3.91630], [4.81530, -2.43570, 2.47070], [6.16920, -2.56730, -1.99000], [-1.60530, -2.38950, -0.74290], [1.37340, 0.33910, -5.08270], [7.75950, -0.84750, -2.94240], [4.17020, -1.41410, -6.12270], [1.91160, -2.61430, -5.19820], [3.65930, -3.94950, 1.48380], [5.72670, -0.75700, 3.44910], [2.62390, -0.80000, 2.03000], [6.94160, -0.88440, -4.49090], [1.98130, -0.35900, -1.20020], [2.58280, -2.12680, 1.60210], [-1.75790, -3.15660, 2.71750], [-1.33860, 2.15340, -0.22870], [4.63490, -0.61260, -6.68750], [4.39620, 2.14760, -6.08770], [-1.56600, -0.82270, -2.01310], [6.53400, -0.58590, -0.80660], [-2.82910, 4.37280, 1.79360], [2.64790, 3.75630, -3.77190]],
  "forces_ev_per_a": [[0.25, 0.18, 0.21], [-0.10, 0.06, -0.39], [-0.46, 0.05, -0.10], [0.27, 0.11, 0.24], [-0.04, 0.27, -0.84], [0.08, 0.19, -0.01], [-0.01, -0.42, 0.72], [-0.25, -0.32, -0.23], [0.09, -0.08, 0.07], [-0.10, 0.11, -0.07], [-0.22, -0.03, 0.15], [0.08, -0.14, -0.17], [0.04, 0.21, 0.08], [0.11, -0.13, 0.00], [-0.22, 0.25, 0.70], [-0.13, 0.24, -0.40], [-0.01, -0.01, 0.24], [-0.05, 0.19, 0.05], [-0.01, -0.16, -0.07], [0.34, 0.14, -0.38], [0.12, -0.10, 0.14], [-0.22, 0.00, 0.12], [0.01, -0.03, -0.04], [-0.17, 0.14, -0.05], [0.01, -0.35, -0.06], [-0.08, 0.04, 0.10], [-0.16, 0.25, -0.26], [-0.12, 0.00, 0.23], [-0.21, 0.21, -0.23], [0.01, 0.17, -0.06], [-0.07, -0.15, -0.09], [0.03, 0.08, -0.09], [-0.14, -0.07, -0.07], [0.17, 0.15, 0.14], [-0.40, -0.01, -0.02], [-0.40, 0.21, -0.29], [-0.32, 0.52, 0.31], [-0.10, -0.04, -0.07], [-0.36, 0.48, -0.43], [-0.06, 0.14, -0.07], [-0.05, -0.02, -0.47], [-0.01, 0.02, 0.17], [-0.14, -0.22, 0.07], [0.01, 0.07, -0.14], [-0.06, 0.28, 0.32], [0.20, -0.16, 0.01], [-0.17, -0.06, -0.09], [-0.02, 0.12, 1.11], [-0.13, 0.08, 0.39], [0.00, -0.57, 0.01], [0.17, -0.04, 0.10], [0.25, 0.01, -0.05], [0.08, -0.18, 0.11], [0.06, -0.34, -0.07], [-0.02, 0.05, 0.19], [0.03, 0.00, 0.09], [0.07, 0.18, -0.54], [0.02, -0.06, -0.08], [-0.01, -0.13, -0.60], [-0.07, 0.05, 0.10], [-0.08, -0.32, 0.25], [0.09, 0.12, 0.08], [0.14, 0.03, 0.08], [-0.40, -0.20, -0.24], [-0.17, 0.11, 0.03], [0.08, -0.11, 0.17], [0.29, 0.30, 0.36], [-0.07, -0.03, -0.15], [0.03, -0.18, -0.03], [0.19, 0.02, 0.07], [0.99, -0.36, 0.36], [0.01, -0.10, -0.19], [1.10, -0.20, -0.80], [-0.04, -0.05, 0.07], [0.11, 0.03, 0.73], [-0.10, 0.05, -0.17], [0.12, 0.15, -0.17], [-0.10, -0.05, -0.24], [-0.02, -0.18, 0.21], [0.12, -0.17, 0.03], [0.20, -0.46, -0.07], [0.07, 0.13, 0.02]]
}

{
  "formula": "C26H41BN11PPd",
  "method": "wB97M-V/def2-TZVPD",
  "de_lowest_kcal_mol": 24.08,
  "e_lumo_ev": [2.71, 2.70],
  "spin_multiplicity": 2,
  "orbital_gap_ev": [5.676, 7.179],
  "e_tot_ha": -2111.86418,
  "s2": 0.754,
  "total_charge": -1,
  "elements": ["H", "C", "H", "H", "N", "H", "H", "N", "N", "H", "C", "C", "H", "H", "H", "H", "N", "C", "N", "H", "H", "H", "C", "C", "H", "H", "P", "C", "C", "N", "H", "C", "C", "H", "H", "N", "H", "C", "B", "C", "H", "C", "H", "H", "H", "H", "H", "C", "H", "H", "H", "C", "H", "C", "C", "H", "N", "N", "H", "H", "H", "H", "H", "Pd", "C", "C", "H", "C", "C", "H", "H", "C", "C", "H", "H", "C", "N", "N", "C", "C", "H"],
  "positions_angstrom": [[-3.61445, 5.35415, 0.90702], [-2.87911, 4.59911, 0.61647], [4.73142, -0.76175, -2.32537], [3.27755, -1.66058, -3.51307], [-3.19588, 2.78774, 2.75776], [-1.17256, -5.33764, -0.91781], [1.47778, -0.99218, -5.44213], [2.07893, 1.49701, -0.71124], [0.56480, -0.33354, -2.35973], [-2.40519, 4.91140, -0.31577], [-4.15881, 2.89965, 1.66108], [6.13775, -2.89058, 1.63109], [-0.98771, 0.35637, -5.22499], [0.03189, 3.70260, 2.03260], [-1.74151, 3.97482, 3.67176], [6.94491, -1.70767, -1.03114], [4.07977, -2.13918, 0.52894], [-1.01326, 0.18897, -4.14813], [-1.86031, 4.53359, 1.66385], [-3.65139, -0.36014, 0.78577], [-2.77413, 0.74303, 2.48028], [1.63125, 4.03268, -1.10532], [-2.66298, 2.31767, -0.14216], [2.31853, -1.18272, -3.41185], [-1.25566, 1.12750, -3.64768], [2.15204, 4.57156, 0.50634], [-1.22930, 1.86376, 0.97124], [-2.23868, 1.69352, 2.52709], [1.39160, -0.85401, -4.37563], [3.72103, -1.53974, -0.63005], [2.73076, -0.21639, 1.96651], [-2.24573, -1.05200, -0.69363], [4.80854, -1.27181, -1.38003], [-1.81574, -0.51731, -3.92472], [7.05187, -3.37432, 1.28638], [1.81014, -0.84377, -2.21545], [-2.64036, -0.48646, -1.54697], [-3.35750, -1.30973, 0.31940], [2.25483, -1.05668, -0.76838], [0.38785, -3.66104, 1.12048], [-1.56004, 1.63966, 3.38221], [5.91557, -1.74177, -0.71123], [-4.64266, 1.93215, 1.51310], [2.93170, 2.47990, 2.31629], [-3.22867, 4.81785, 3.19938], [-4.91758, 3.62885, 1.95667], [-4.37837, -2.83822, -0.82707], [2.66651, 1.94020, 1.41972], [-0.01558, -4.17922, 1.97685], [0.17532, -6.23037, -0.20617], [-3.22232, 1.41148, -0.36128], [0.30042, -0.32829, -3.65347], [-2.71641, -3.24232, 1.05153], [-0.74788, 3.65427, 1.26795], [5.39580, -2.27492, 0.48542], [-0.31344, 4.02895, 0.33624], [1.29483, -2.13317, -0.18585], [0.99500, -3.18260, -0.99785], [0.34252, -5.49059, -1.81322], [1.16102, -1.72655, 1.89501], [6.41564, -2.13305, 2.36728], [5.51261, -3.63049, 2.13012], [-4.99101, -1.20457, -1.11693], [-0.43780, -0.05028, -0.15252], [-2.49944, 4.06393, 2.89063], [-0.08397, -5.36476, -0.81858], [-2.24467, 2.66914, -1.08930], [2.54280, 0.58522, 1.27020], [0.95952, -2.41696, 1.09493], [-3.63454, -2.29935, 2.24554], [-1.94949, -1.87395, 1.85380], [0.43293, -4.09493, -0.22105], [2.36907, 3.88661, -0.31504], [3.34733, 4.14814, -0.72433], [-1.85391, -2.00666, -1.07033], [2.35338, 2.46206, 0.14491], [2.15260, 0.32521, -0.00468], [-3.57774, 3.33900, 0.39418], [-4.61600, -1.88322, -0.34590], [-2.89431, -2.23392, 1.44017], [-5.42173, -2.05829, 0.37986]],
  "forces_ev_per_a": [[-0.02, 0.02, 0.02], [0.08, -0.14, 0.06], [0.00, 0.04, 0.06], [-0.04, 0.00, 0.05], [0.03, -0.01, 0.02], [0.02, -0.01, 0.02], [-0.01, 0.02, 0.05], [-0.01, -0.21, 0.26], [0.31, -0.20, 0.05], [0.00, 0.01, -0.03], [0.13, -0.02, -0.02], [-0.07, 0.04, -0.06], [0.01, 0.01, 0.00], [0.02, -0.01, -0.01], [0.01, -0.01, 0.02], [-0.04, 0.00, -0.01], [0.02, -0.06, -0.18], [0.02, -0.07, 0.04], [0.01, -0.01, -0.05], [-0.01, 0.06, -0.02], [-0.01, 0.00, 0.01], [0.03, 0.01, 0.03], [0.03, 0.12, 0.16], [-0.04, 0.01, -0.03], [-0.01, 0.00, -0.02], [-0.01, -0.01, -0.03], [-0.40, -0.39, -0.38], [-0.01, 0.08, -0.07], [-0.11, 0.00, -0.03], [-0.09, 0.00, -0.06], [-0.01, 0.01, -0.04], [0.09, 0.18, 0.28], [-0.03, 0.03, 0.00], [0.02, 0.01, -0.02], [0.01, -0.02, 0.01], [-0.07, 0.10, 0.08], [-0.02, -0.04, -0.06], [0.01, -0.08, -0.12], [-0.03, 0.00, 0.11], [-0.08, -0.17, 0.04], [0.02, -0.03, 0.02], [0.03, -0.03, 0.09], [0.01, -0.01, 0.00], [0.00, -0.02, -0.05], [-0.02, 0.02, -0.01], [-0.02, 0.03, 0.01], [-0.02, 0.04, 0.01], [-0.08, 0.18, 0.06], [0.00, 0.03, -0.05], [0.01, 0.01, -0.01], [-0.03, -0.07, -0.01], [-0.03, 0.05, 0.00], [0.02, 0.04, 0.02], [0.08, -0.11, 0.00], [0.05, 0.03, 0.02], [-0.01, 0.03, 0.09], [0.51, 0.00, -0.02], [-0.06, 0.04, 0.30], [-0.01, -0.03, 0.01], [-0.03, 0.03, 0.00], [0.02, -0.01, 0.01], [0.01, 0.00, -0.01], [0.00, -0.03, 0.01], [-0.59, 0.58, -0.02], [0.03, -0.05, -0.05], [-0.01, 0.05, 0.02], [-0.01, 0.01, -0.01], [-0.13, -0.27, -0.08], [0.04, 0.13, -0.06], [0.00, -0.04, -0.04], [-0.02, -0.02, 0.02], [0.02, 0.07, -0.12], [0.03, -0.03, -0.01], [0.01, 0.04, 0.02], [-0.03, -0.05, -0.04], [0.14, 0.00, -0.07], [0.27, 0.06, -0.19], [0.01, -0.01, -0.03], [-0.02, 0.00, 0.06], [0.04, 0.06, 0.03], [0.06, 0.01, -0.06]]
}

What is the formula in the first record?
C26H41AlBrN5O6SSi

Which formula does entry 2 have?
C26H41BN11PPd